Below is a 5-piece molecular cluster, C9H28O5 overall at a distorted geometry, with properties calculated with ωB97M-V with the def2-TZVPD basis set.

The geometry in ORCA input format:
```
! wB97M-V def2-TZVPD RIJCOSX def2/J DEFGRID3
* xyz -1 2
O 5.1048 21.9043 -14.4183
H 5.7305 22.5770 -14.6868
H 4.9853 22.0487 -13.4796
O 3.0292 22.6155 -16.2120
H 3.7598 22.1782 -15.7747
H 3.4081 22.9688 -17.0169
C 3.1257 20.0832 -19.9234
C 3.7398 21.4346 -19.4420
C 4.6618 22.0510 -20.5528
O 2.7038 22.3836 -19.2425
H 3.7778 19.2184 -19.8010
H 2.7850 20.2714 -20.9415
H 2.1977 19.7034 -19.4960
H 4.3705 21.2772 -18.5671
H 5.0401 22.9706 -20.1063
H 4.1048 22.3234 -21.4492
H 5.4912 21.3920 -20.8094
H 2.1780 22.1036 -18.4896
C -0.5761 22.9151 -15.6835
C -0.4967 22.3975 -17.0647
C -0.2444 23.5069 -18.0808
O 0.5995 21.4560 -17.0999
H -0.7865 22.0815 -15.0136
H -1.3611 23.6264 -15.4266
H 0.3730 23.3168 -15.3284
H -1.4108 21.8977 -17.3852
H 0.5235 24.1949 -17.7271
H -1.1637 24.0543 -18.2886
H 0.1202 23.1217 -19.0331
H 1.3888 21.8931 -16.7720
C 3.3441 18.5368 -16.1225
C 3.5839 17.2002 -15.4909
C 2.3401 16.5659 -14.8088
O 3.9937 16.3493 -16.5203
H 4.2752 18.8849 -16.5698
H 3.0134 19.3204 -15.4408
H 2.5801 18.4786 -16.8977
H 4.4113 17.1870 -14.7815
H 1.7373 17.3755 -14.3975
H 2.6101 15.8677 -14.0165
H 1.7332 16.1453 -15.6107
H 4.5483 16.8534 -17.1201
*
```

As for the largest force on an atom: 2.09 eV Å⁻¹. The lowest unoccupied orbital energy (alpha / beta) is 0.1134 / 0.1103 Ha. As for the calculated total energy: -735.857114 Ha. For the energy above the lowest of the compared OMol25 structures with the same formula, charge and spin, the calculation gives 0.0 kJ/mol.

Results of the natural (NBO) charge analysis, in e, for atoms 1 through 2: atom 1 (O): -1.44, atom 2 (H): 0.31